[1]
The following is a DFT calculation (ωB97M-V with the def2-TZVPD basis set) of a 7-piece molecular cluster, C6H28N2O6 overall in a non-equilibrium geometry.

Atoms and positions in Å:
H (3.64245, -0.86659, 1.81021)
H (1.86673, 1.22283, 0.32854)
C (0.09919, 2.17800, 0.95403)
O (-2.08334, -1.83583, 2.88169)
O (3.38449, -0.90061, 0.87615)
H (-2.38153, -2.58673, -0.89474)
C (1.38783, 1.90412, -2.01869)
O (-3.20419, -0.78121, 0.58787)
H (0.35614, -2.09059, -0.66036)
H (-1.67284, 1.44914, -1.29696)
H (-1.15548, -2.95567, -2.13195)
H (2.43725, 1.69919, -1.81939)
H (-0.59123, -0.27012, -2.76542)
H (-2.63517, -0.06213, 0.28741)
O (-2.56264, 1.62923, -0.94945)
C (-1.58594, -2.13492, -1.54028)
H (2.72730, -1.60583, 0.82042)
H (0.57104, -2.05536, 3.33044)
N (0.44721, 1.02733, -1.24374)
H (0.53742, 0.12440, 0.62072)
H (-0.61141, 0.80157, 2.22442)
H (-0.31947, -1.94243, 2.14925)
H (-2.18923, -1.72717, 1.92466)
C (0.15171, -0.27577, -1.85086)
H (-2.86854, -1.50590, 3.33079)
O (4.55324, 0.66574, -0.65878)
H (3.99189, 1.25342, -0.16161)
H (-1.78097, 1.85847, 1.68071)
H (-2.19225, -1.37588, -2.03823)
H (-2.83065, 2.37470, -1.52646)
H (-0.64592, -1.02599, 0.09728)
H (1.11366, -0.63587, -2.26850)
H (-0.42006, 2.89271, 0.29748)
H (4.65632, -0.19515, -0.25648)
C (-0.41481, -1.36661, -0.91022)
H (1.02365, 2.89454, -1.76073)
H (0.85767, 2.85640, 1.35718)
H (-3.34995, -1.22716, -0.25131)
N (-0.83797, 1.75123, 2.00503)
O (0.61808, -2.07313, 2.36637)
H (1.15694, 1.84886, -3.10796)
C (0.75337, 1.06480, 0.18147)

relative energy (zero: lowest compared OMol25 entry of this formula, charge and spin) = 282.82 kJ/mol
lowest unoccupied orbital energy = 0.5 eV
HOMO-LUMO gap = 8.9 eV
spin multiplicity = 1
max |F| = 2.42 eV/Å
HOMO energy = -8.473 eV


[2]
The following is a DFT calculation (ωB97M-V with the def2-TZVPD basis set) of C17H19Cl2N3Ti as an isolated structure in a non-equilibrium geometry.

Atoms and positions in Å:
C (0.23367, -2.02017, 1.64891)
C (-0.61124, -0.18477, -2.67808)
C (-0.98833, -0.20844, 1.25435)
Cl (1.57224, 1.85193, 0.95814)
C (0.25254, -1.23680, 4.50051)
H (-0.83468, 2.25387, -4.88823)
C (0.35973, -0.68239, 5.77479)
H (-2.19195, -0.20122, -4.19793)
C (-1.46064, 0.82606, 5.28733)
C (0.38404, -1.67714, 0.32020)
H (2.25460, -0.79198, -4.59985)
C (-1.43823, 0.45094, -3.70143)
H (0.58709, -1.30029, -5.11556)
H (1.30643, 1.11049, -5.80912)
N (-0.59229, -1.03325, 2.23262)
N (-0.34050, -0.47755, 0.11940)
C (0.85595, 0.86841, -4.81771)
C (-0.36535, 0.95599, 7.46628)
C (1.94555, 0.04191, -2.18562)
C (-0.66243, -0.72311, 3.60251)
C (-0.65971, 1.15853, -4.87226)
H (0.91373, -2.17901, -0.46673)
H (-1.05833, 0.81082, -5.84808)
H (1.32167, 1.51654, -4.07061)
N (-0.24456, 1.47025, 8.53252)
C (-1.56671, 0.29356, 3.98733)
H (-2.30701, 0.64170, 3.29924)
H (0.89720, -1.79931, -2.59247)
H (-2.05093, 1.25556, -3.25818)
C (1.15172, -0.58644, -4.43445)
H (1.08966, -1.06293, 6.48236)
H (-1.63767, 0.64948, 1.43427)
Cl (-0.46730, 2.88496, -1.76643)
H (0.92628, -2.05968, 4.20887)
C (0.81518, -0.67583, -2.88354)
H (-2.14464, 1.60085, 5.61401)
H (-1.18533, -0.67242, -1.92721)
H (0.71897, -2.73656, 2.25735)
H (2.64751, -0.61344, -2.63993)
Ti (0.51951, 1.07490, -0.84089)
H (2.54061, 0.83772, -1.55306)
C (-0.48601, 0.36826, 6.16641)

relative energy (zero: lowest compared OMol25 entry of this formula, charge and spin) = 223.91 kJ/mol
lowest unoccupied orbital energy (alpha / beta) = -1.0 / -1.0 eV
HOMO-LUMO gap (alpha / beta) = 5.8 / 5.8 eV
spin multiplicity = 1
max |F| = 5.98 eV/Å
HOMO energy (alpha / beta) = -6.761 / -6.743 eV


[3]
The following is a DFT calculation (ωB97M-V with the def2-TZVPD basis set) of a 2-piece molecular cluster, C6H12NO overall in a non-equilibrium geometry.

Atoms and positions in Å:
C (1.57036, -2.64677, 1.10851)
H (-1.44284, 0.78895, 1.55942)
C (-0.83917, 0.25235, 0.82836)
C (0.48322, -1.86714, 0.96625)
N (-1.15507, 2.57535, -0.18438)
H (1.70030, -3.42742, 0.37467)
H (-0.26774, -2.28267, 0.29250)
C (0.18057, -0.54806, 1.39305)
H (-1.99381, -0.85773, -1.67534)
H (-1.69182, -0.99683, -1.00028)
H (0.66044, 1.85913, 0.35983)
O (0.58484, -0.22348, -1.61529)
H (2.32378, -2.57830, 1.88878)
H (-1.52893, -0.35459, 0.24484)
H (0.55414, 1.77958, -2.06942)
H (-0.99835, 1.19963, -1.97779)
C (-0.28039, 1.52122, -0.09583)
H (0.96529, -0.09451, 1.99864)
H (-1.47105, 2.81262, 0.74512)
C (0.00969, 0.96093, -1.52319)

relative energy (zero: lowest compared OMol25 entry of this formula, charge and spin) = 582.56 kJ/mol
lowest unoccupied orbital energy = 2.2 eV
charge = -1
HOMO-LUMO gap = 4.7 eV
spin multiplicity = 1
max |F| = 3.01 eV/Å
HOMO energy = -2.584 eV


[4]
The following is a DFT calculation (ωB97M-V with the def2-TZVPD basis set) of C18H35ClF2I2N3O as an isolated structure.

Atoms and positions in Å:
H (2.64741, -1.80543, 1.47075)
N (-0.32399, 3.12475, 1.28982)
C (-0.60802, -3.04706, -1.08088)
O (-1.14409, -0.62934, 0.78576)
H (-0.17580, -2.35029, 2.07825)
C (0.28193, 0.41821, 2.26917)
C (-0.97182, 2.37560, 0.28419)
H (2.56476, 1.85943, -3.14213)
C (2.14410, 2.84884, -2.94534)
H (-0.82102, 3.13554, 2.17058)
H (-3.54307, -1.31473, 0.50061)
H (3.69519, -0.31192, -0.96501)
H (-1.89073, 1.92181, 0.62003)
H (2.00714, 2.09252, 1.11090)
H (2.82621, -0.07804, 1.29587)
H (3.13935, 2.16083, -0.22920)
H (-1.12677, -1.98334, 3.52116)
C (0.12041, -0.03578, 0.81212)
H (1.02366, 1.19871, 2.36580)
C (3.40668, -1.22704, -0.44698)
C (2.52876, -0.98012, 0.76770)
H (0.05253, 2.47255, -2.65671)
H (0.40861, -0.30794, 4.25531)
H (-3.87451, 1.66730, 0.20056)
H (-1.19006, 2.96434, -0.59502)
C (1.16029, 1.76315, -0.91109)
H (1.00521, -1.14881, -0.60386)
H (-1.93418, -4.76586, -1.20847)
F (-5.12028, 0.38708, 1.09799)
C (-0.12498, -2.02592, 3.10877)
I (-2.52566, 1.62376, -2.46205)
H (-1.16599, -4.35014, -2.73031)
H (-0.66954, 0.86329, 2.55415)
C (-1.00835, -4.39921, -1.65586)
H (-0.26163, -3.15969, -0.05312)
H (-3.91380, -0.54605, -1.01912)
H (2.03991, 3.49090, 0.07619)
H (0.21207, -2.63584, -1.66409)
H (1.64920, 0.90025, -1.33194)
F (-2.38302, -2.01512, -2.30274)
Cl (-0.07467, -0.26729, -2.61478)
H (-0.22891, -5.13409, -1.45951)
C (0.62704, -0.71082, 3.26627)
C (2.12932, 2.40882, 0.08773)
C (-3.82251, 0.71282, 0.72309)
H (-2.54265, -2.64060, -0.41184)
H (2.89850, -1.87670, -1.16514)
H (1.69757, -0.88917, 3.26006)
H (0.69606, 3.73452, -1.62875)
C (-1.81061, -2.12672, -1.03668)
H (1.88307, 3.29423, -3.90285)
C (-3.31368, -0.44703, -0.11768)
H (4.32100, -1.73925, -0.15809)
N (1.10727, -0.91480, 0.37445)
H (2.92967, 3.46075, -2.50642)
I (0.84655, -3.59861, 4.15597)
C (0.90914, 2.74836, -2.05210)
C (-1.81554, -0.66465, -0.45202)
H (-0.10766, 4.07086, 1.00384)
H (-3.23184, 0.80965, 1.64203)
C (-1.07920, 0.42864, -1.34126)
N (-0.15399, 1.18991, -0.29806)

lowest unoccupied orbital energy = -3.5 eV
charge = +1
HOMO-LUMO gap = 8.2 eV
spin multiplicity = 1
max |F| = 0.96 eV/Å
HOMO energy = -11.686 eV


[5]
The following is a DFT calculation (ωB97M-V with the def2-TZVPD basis set) of a 2-piece molecular cluster, C16H32F3N2O4Si overall in a non-equilibrium geometry.

Atoms and positions in Å:
H (0.10868, 1.26649, 1.79368)
H (3.45996, -0.17645, -1.45590)
C (-3.57265, 2.71162, 3.07941)
H (-5.38492, -1.00392, 2.78910)
H (6.58613, 0.93945, -3.31411)
H (-2.30956, -0.24733, 0.42737)
C (4.40389, -0.86544, -1.30178)
C (1.37217, -2.12205, -3.73255)
H (-3.60738, 3.37864, 3.94880)
H (-2.86543, 1.28643, 5.50657)
F (-0.99414, 1.78238, -1.67737)
H (-3.51774, 0.99867, 0.74487)
H (4.72656, 1.40745, -3.48249)
C (-1.97662, 0.81500, 2.32718)
H (-0.22339, -0.46373, 1.89141)
Si (5.15233, -1.15107, -3.09417)
C (-2.45925, 0.74749, 0.86030)
C (-2.13334, 2.26148, 2.86214)
H (5.65488, 0.59451, -4.97601)
C (-3.61479, 0.50126, 5.37084)
H (6.35002, -3.45071, -2.73040)
H (-4.78657, -1.74172, 4.29164)
O (-2.56606, -1.43075, 2.88814)
C (3.78607, -2.10905, -4.13102)
H (-1.89306, 1.45191, 0.23679)
H (-4.50561, 0.79839, 5.93789)
O (0.26669, -0.04182, -2.56892)
C (-5.08118, -0.79698, 3.82210)
H (0.86557, -0.12161, -4.69907)
H (0.53125, -2.52471, -1.79750)
H (2.22462, 0.08405, -3.40827)
H (-5.97288, -0.44772, 4.35907)
H (-3.90490, 3.31628, 2.22627)
H (7.33014, -2.01026, -2.00394)
O (3.86709, -2.19227, -5.46864)
H (-1.60570, 2.34675, 3.82099)
N (-2.66190, -0.09776, 3.25953)
C (-4.55407, 1.56063, 3.27270)
C (-0.15588, 1.35288, -2.85822)
H (-0.63179, -2.56119, -3.09081)
C (6.67658, -2.32187, -2.93756)
N (0.34290, -2.78612, -2.79390)
H (1.07190, -2.48117, -4.81811)
F (-1.06234, 1.43603, -4.05998)
H (-3.22119, -0.40875, 5.83516)
F (0.98418, 2.30986, -2.97524)
C (-3.94852, 0.26846, 3.88083)
H (-5.39125, 1.91652, 3.89171)
H (3.96643, -1.93289, -0.99693)
H (-1.63293, 2.97653, 2.19597)
O (2.67906, -2.66886, -3.34028)
H (7.38589, -2.33886, -3.86851)
C (5.54756, 0.60093, -3.79538)
H (5.18881, -0.44965, -0.53971)
H (-5.00172, 1.32689, 2.29880)
H (-0.06879, 0.49572, 3.37479)
C (-0.45499, 0.50577, 2.34824)
C (1.23116, -0.49378, -3.62553)

lowest unoccupied orbital energy = 1.4 eV
charge = -1
HOMO-LUMO gap = 2.4 eV
spin multiplicity = 1
max |F| = 8.09 eV/Å
HOMO energy = -0.954 eV